This record from the Open Molecules 2025 dataset describes a cluster of 2 separate species, Br3ClHNP2 in total in a non-equilibrium geometry. The level of theory is wB97M-V/def2-TZVPD.

```
8
Properties=species:S:1:pos:R:3
H -1.514 -0.092 -0.693
N -1.033 0.523 -0.026
P -2.014 0.999 1.105
Br -0.677 2.490 1.905
Cl 1.199 -0.299 1.323
P 1.918 -0.951 -0.365
Br 0.599 -3.156 -0.930
Br 1.522 0.486 -2.320
```

**Multiplicity**: 1
**Energy above the lowest of the compared OMol25 structures with the same formula, charge and spin**: 265.1 kJ/mol
**SMILES**: [H]/N=P/Br.ClP(Br)Br
**Calculated total energy**: -8920.31210 a.u.
**Gap between HOMO and LUMO**: 7.867 eV

Atomic partial charges in e from the Löwdin method, atoms 1 to 4: H -0.0314; N -0.5331; P 0.3721; Br 0.1767